Record 1
{"formula": "C35H47F6N11O4S2", "method": "the ωB97M-V functional and the def2-TZVPD basis", "symbols": ["H", "N", "H", "H", "F", "C", "C", "F", "O", "C", "C", "C", "H", "H", "F", "N", "N", "C", "H", "C", "C", "C", "H", "H", "H", "H", "C", "H", "H", "H", "C", "O", "C", "H", "C", "H", "C", "C", "C", "H", "C", "C", "C", "H", "C", "C", "H", "O", "H", "N", "H", "N", "N", "H", "H", "H", "H", "H", "C", "H", "H", "C", "F", "F", "N", "S", "H", "H", "H", "N", "C", "H", "H", "C", "H", "F", "H", "H", "H", "S", "H", "N", "C", "H", "C", "H", "H", "C", "H", "H", "H", "N", "H", "H", "C", "C", "C", "C", "H", "C", "N", "C", "H", "O", "C"], "positions_angstrom": [[3.9283, 1.7450, -3.4113], [1.7973, -0.5056, 1.3687], [0.4471, -1.9226, 0.5329], [4.0427, -6.3332, 5.5274], [-5.1124, 3.3446, -1.0673], [2.6851, 2.4304, -1.9510], [-3.6220, 2.1309, 3.7546], [-3.9135, 1.8044, -3.7745], [-4.4681, 4.7244, -3.2175], [4.8223, -6.9451, 7.3887], [-4.6021, -2.6642, -8.5734], [-3.3619, -2.0153, -10.3118], [0.5474, 1.9256, 8.6237], [5.0383, -8.3050, 9.0803], [-3.8058, 0.4735, -2.0921], [-1.8341, 0.1731, -5.5310], [4.9521, -3.6506, 3.2291], [4.5927, -8.0752, 8.1272], [-6.7088, 3.2845, 3.4648], [5.3126, -4.9140, 3.6078], [3.3671, -8.2015, 6.2479], [2.0081, 4.6767, -1.5633], [-4.3105, -3.3170, -11.7853], [-3.0886, -1.2004, -8.3806], [-1.3639, -1.4144, -4.1899], [3.1687, 0.4254, 2.7024], [-5.0307, -3.3734, -9.6651], [-2.2714, 0.8074, -4.8901], [2.7156, -8.4556, 5.4294], [-0.8194, 4.4603, 0.4639], [-5.6963, 2.9225, 3.4119], [-2.3301, 2.0630, -0.3651], [6.5996, -4.8670, 4.0761], [-0.3438, -2.5828, -6.4101], [-0.2671, 4.2437, -0.4457], [7.9966, -3.1257, 4.2493], [-0.8137, -1.6165, -6.3414], [0.6570, 1.7425, 7.5681], [-1.6542, 0.4043, -6.8654], [3.0371, 3.0913, -3.8569], [-4.8400, 2.4966, 4.3900], [1.0924, -1.6746, 1.3578], [-1.0239, -0.6913, -7.3992], [1.7747, 0.1948, 0.6426], [-1.3218, -1.0513, -5.2025], [2.5379, -0.4270, 2.5105], [-0.7435, -0.8153, -8.4326], [-2.3762, 4.1252, -4.3395], [1.5971, 4.4021, 0.4890], [-3.5908, -1.8393, -8.9763], [1.4538, 4.3639, -2.4480], [3.0560, 2.2413, -3.3123], [-5.0442, 2.8250, 2.2118], [5.9096, -1.7506, 3.2019], [4.6236, -5.7361, 3.5093], [5.4525, -6.0923, 7.5738], [1.0335, 5.9467, -0.0579], [-0.8910, 3.0507, 6.6128], [2.2976, -1.5595, 3.2485], [-5.8199, -4.1064, -9.6700], [-1.1992, 5.8584, -1.4205], [1.5585, 0.8862, 6.9935], [-5.8421, 1.3164, -1.0882], [-2.6107, 6.2113, -3.2361], [1.3831, 0.9380, 5.6384], [-2.3783, 2.5112, -1.7172], [1.8307, 0.8162, -2.0087], [-5.4371, 3.0677, 1.3246], [1.9113, 0.4138, 4.9636], [-2.4337, 4.2118, -1.7781], [-0.0954, 2.3311, 6.5161], [-0.0901, 3.1756, -0.5018], [2.4840, 5.6142, -1.8315], [1.3778, -2.3549, 2.5135], [-3.0916, 2.1964, 1.5868], [-6.1339, 2.5431, -2.8335], [0.9728, -3.3112, 2.7996], [-5.0602, 2.4518, 5.4433], [3.2708, -9.8317, 7.6938], [-3.0592, 4.7441, -3.2668], [3.8737, 3.9497, -1.7718], [3.0487, 3.6327, -1.2727], [-1.0433, 4.8037, -1.6173], [-2.7331, 1.7525, 4.2318], [-4.2414, -2.9607, -10.7712], [0.0816, 1.9882, 4.3186], [2.3066, 0.2476, 7.4311], [-5.2968, 2.2722, -1.8383], [-0.5258, 4.7340, -2.5693], [7.1653, -5.7040, 4.4503], [-4.9295, -2.6766, -7.5480], [4.0706, -7.0281, 6.2502], [4.0569, -3.3872, 2.8520], [2.7333, -1.7921, 4.2081], [-3.9278, 1.7562, -2.4472], [0.3756, 1.8119, 5.3394], [1.1166, 4.9018, -0.3454], [-3.7766, 2.3455, 2.4096], [-1.9882, 1.3221, -7.3191], [7.0336, -3.5190, 3.9708], [1.9954, 1.5609, -1.3338], [5.9952, -2.7964, 3.4423], [-2.5959, -1.4552, -10.8205], [-1.2942, 2.0342, -2.5175], [3.6679, -8.8742, 7.4018]], "forces_ev_per_a": [[0.1, -0.1, -0.2], [0.0, 0.0, -0.1], [0.0, 0.0, 0.0], [0.1, 0.1, 0.0], [-0.1, -0.1, 0.0], [-0.4, -0.5, 0.7], [0.0, 0.0, 0.0], [0.0, 0.4, 0.0], [-0.1, 0.1, 0.2], [0.0, 0.1, 0.0], [0.0, 0.1, 0.0], [0.0, 0.0, 0.0], [0.0, 0.0, 0.0], [0.0, 0.0, 0.0], [0.4, 0.0, 0.0], [0.0, -0.1, -0.1], [0.0, -0.1, 0.0], [0.0, 0.0, 0.0], [0.0, 0.0, 0.0], [-0.1, 0.0, 0.0], [0.0, 0.1, 0.0], [0.2, -0.1, 0.5], [0.0, 0.0, 0.0], [0.0, -0.1, 0.0], [0.0, 0.0, 0.0], [0.0, 0.0, 0.0], [0.0, 0.0, 0.0], [0.1, 0.1, 0.0], [0.0, 0.0, 0.0], [-0.1, -0.1, 0.2], [0.0, 0.0, -0.1], [-0.9, 0.8, 0.0], [0.0, 0.0, 0.0], [0.0, 0.0, 0.0], [0.4, 0.2, 0.0], [0.0, 0.0, 0.0], [0.0, 0.0, 0.0], [0.0, 0.0, 0.0], [-0.1, 0.0, 0.0], [0.3, 0.1, 0.0], [0.0, 0.0, 0.0], [0.0, 0.1, 0.0], [0.1, 0.1, 0.0], [0.0, 0.1, -0.1], [0.0, 0.1, 0.0], [0.0, 0.1, 0.0], [0.1, 0.0, 0.0], [0.3, 0.2, -0.1], [0.2, 0.1, 0.2], [-0.1, 0.0, 0.0], [-0.3, 0.1, 0.0], [-0.1, 0.2, 0.3], [0.1, 0.0, 0.1], [0.0, 0.0, 0.0], [0.0, 0.0, -0.1], [0.0, 0.0, 0.0], [0.0, 0.2, -0.2], [0.0, 0.0, 0.0], [0.1, 0.0, 0.1], [0.0, 0.0, 0.0], [-0.2, 0.1, 0.0], [0.0, 0.0, 0.0], [0.2, 0.2, 0.0], [0.1, 0.4, 0.4], [0.0, 0.0, 0.1], [2.0, -1.4, 0.5], [-0.4, -0.1, 0.0], [0.0, 0.0, -0.1], [-0.1, -0.1, -0.1], [-0.2, 0.5, -0.7], [0.0, 0.0, 0.0], [-0.2, -0.2, -0.1], [0.3, 0.0, 0.0], [0.0, -0.1, 0.0], [-0.3, 0.0, 0.3], [0.1, 0.2, 0.3], [0.0, 0.0, 0.0], [0.0, 0.0, 0.0], [0.0, 0.0, 0.0], [-0.4, -0.8, -0.5], [0.2, 0.1, 0.3], [-0.1, 0.4, -1.5], [0.0, 0.0, 0.4], [0.0, 0.0, 0.0], [0.0, 0.0, 0.0], [0.0, 0.0, 0.0], [0.0, 0.0, 0.0], [-0.3, -0.3, -0.4], [0.2, -0.3, -0.1], [0.0, 0.0, 0.0], [0.0, 0.0, 0.0], [0.0, -0.1, 0.0], [0.0, 0.1, 0.0], [0.0, 0.0, 0.0], [-0.8, -0.2, 0.5], [0.0, 0.0, -0.1], [-0.5, -0.5, 0.2], [0.1, 0.0, 0.0], [0.0, 0.0, 0.0], [0.0, 0.0, 0.0], [0.5, -0.1, -0.1], [0.0, 0.0, 0.0], [0.0, 0.0, 0.0], [-0.4, 0.3, -0.8], [0.0, 0.0, 0.0]], "orbital_gap_ev": 7.92, "total_energy_ev": -99609.854, "homo_ev": -8.03}

=====

Record 2
{"formula": "C35H48BN8O2PSSn", "method": "the ωB97M-V functional and the def2-TZVPD basis", "symbols": ["C", "H", "N", "H", "H", "H", "C", "C", "H", "H", "P", "C", "C", "N", "C", "H", "S", "C", "H", "H", "H", "H", "H", "C", "C", "C", "N", "C", "N", "C", "C", "H", "H", "C", "C", "B", "Sn", "H", "H", "H", "C", "C", "C", "C", "H", "H", "H", "C", "H", "C", "H", "H", "N", "H", "H", "N", "C", "C", "C", "C", "C", "H", "O", "O", "H", "C", "C", "C", "H", "C", "N", "H", "H", "H", "H", "H", "H", "H", "C", "C", "N", "H", "H", "H", "H", "H", "H", "H", "H", "C", "H", "C", "H", "H", "H", "C", "H"], "positions_angstrom": [[1.1563, -0.3206, -3.4609], [5.7422, 1.1632, 3.3186], [0.6450, 2.3164, 1.0285], [0.5187, 0.0511, -4.2626], [-2.8641, -2.5306, -4.2473], [3.6461, -1.8422, 2.5110], [-5.4119, -0.4190, 3.4606], [2.5050, -3.0737, -1.3874], [1.3007, -2.8796, 2.6152], [-4.6464, -4.1755, -3.7458], [-2.9863, -0.3537, 0.1647], [-3.6032, -1.5564, -1.0793], [1.9409, 0.8068, -2.8840], [2.7227, 2.1880, -1.4032], [-3.0757, 1.2194, -0.8061], [3.5610, 3.8244, -0.1466], [-0.3208, -2.9623, -1.7953], [1.3201, -3.6578, -2.1703], [2.7563, -0.8896, 3.6993], [1.2472, -4.7369, -2.0373], [-3.9319, 1.2146, -1.4797], [2.8177, -2.1359, -1.8517], [3.3453, -3.7790, -1.4882], [1.8978, -3.9209, 0.8411], [3.1011, 2.6664, -2.6019], [-4.5976, -2.4935, -0.8046], [1.5174, 3.2479, 0.5521], [2.6260, 1.8054, -3.5721], [-0.3414, -2.9747, 1.3766], [4.7194, 2.2500, 1.6961], [-4.9683, -3.4323, -1.7582], [0.5066, -0.7669, -2.7133], [5.8704, 3.6297, 0.5136], [-4.3528, -3.4460, -3.0016], [1.7481, 5.7414, 0.4188], [2.9010, 2.8416, -0.0211], [0.6861, 0.1074, 0.0830], [-2.4310, 2.6884, 2.0429], [-0.4063, -5.1125, -0.7905], [-1.4179, -4.7990, 1.3044], [-4.4580, -0.1788, 1.2481], [-5.6830, 0.3168, 0.7985], [-0.1302, 4.3502, 1.5172], [5.4839, 3.5223, 1.5275], [4.4255, 3.8814, -3.7249], [-2.2775, -3.3461, 0.7938], [2.8272, 5.6865, 0.5471], [-4.3380, -0.5423, 2.5862], [4.5159, 4.1707, -1.9835], [3.8432, 3.9458, -2.8072], [6.3255, 3.5247, 2.2180], [1.5147, -4.7272, 0.2127], [3.6212, 1.9231, 0.9842], [-2.1886, -0.8842, -2.5558], [4.8642, 4.3940, 1.7404], [2.0304, 1.0287, -1.5725], [-6.7548, 0.4469, 1.6667], [-1.0465, -4.2338, -0.7174], [-0.3508, 2.9749, 1.6186], [-3.3570, -2.5207, -3.2836], [3.9306, 0.2978, 2.3561], [4.4997, -1.0986, 3.8501], [-0.7492, 0.9054, -1.3508], [-1.9650, 2.3079, -2.5820], [-0.7550, 5.1440, 1.8907], [-1.8397, 1.5230, -1.6596], [-1.3109, -3.8520, 0.7490], [1.0646, 4.4825, 0.8362], [-7.6997, 0.8324, 1.3050], [0.8577, -3.5906, 1.9177], [2.1723, -2.7758, -0.0113], [-5.0900, -2.4931, 0.1604], [-1.3561, 2.3591, 3.3957], [1.5483, 5.9564, -0.6326], [-5.3024, -0.7124, 4.4968], [-5.8007, 0.5925, -0.2426], [-5.7469, -4.1496, -1.5303], [3.1461, 4.7796, -2.9091], [4.9534, 1.2256, 2.5873], [-1.4633, 2.2671, 2.3132], [3.1388, 0.7145, 1.3717], [-7.4608, 0.1746, 3.6767], [2.8630, -2.1550, 0.3884], [2.7999, -4.3174, 1.3281], [1.4845, -3.4862, -3.2342], [2.7350, 1.9086, -4.6384], [0.6405, -4.5114, 2.4839], [-3.2067, 2.0570, -0.1176], [-2.0022, -4.5002, -1.1701], [-2.9806, -1.5879, -2.3290], [-1.4663, 1.2077, 2.0632], [3.6891, -0.9537, 3.1373], [1.3673, 6.5712, 1.0113], [1.8106, -1.0900, -3.8766], [-0.8059, -2.4242, 2.0842], [-6.6218, 0.0760, 2.9999], [-3.3891, -0.9213, 2.9496]], "forces_ev_per_a": [[0.1, 0.0, 0.0], [0.0, 0.0, 0.0], [0.1, 0.1, -0.3], [0.0, 0.0, 0.0], [0.0, 0.0, 0.0], [0.0, -0.1, -0.1], [0.0, 0.0, 0.0], [-0.1, 0.0, 0.0], [0.0, 0.1, 0.1], [0.0, 0.0, 0.0], [0.0, 0.0, 0.1], [0.1, 0.1, -0.1], [-0.1, -0.1, 0.0], [0.2, -0.1, 0.0], [-0.1, -0.2, -0.1], [-0.1, 0.0, -0.1], [0.2, -0.2, -0.1], [0.0, 0.1, 0.1], [0.0, 0.0, 0.0], [0.0, 0.0, 0.0], [-0.1, 0.1, 0.0], [0.0, 0.0, 0.0], [0.0, 0.0, 0.0], [-0.2, 0.1, 0.0], [-0.1, 0.0, 0.0], [0.0, -0.1, 0.1], [0.0, 0.0, 0.1], [0.0, 0.0, 0.0], [0.0, -0.2, 0.1], [0.0, 0.1, 0.1], [0.0, 0.0, 0.1], [0.0, 0.0, 0.0], [0.0, 0.0, 0.0], [0.1, 0.0, 0.0], [0.0, 0.0, 0.0], [0.0, -0.1, 0.1], [-0.2, 0.3, 0.1], [0.0, 0.0, 0.0], [0.0, 0.0, 0.0], [-0.1, 0.0, 0.0], [0.0, 0.1, 0.0], [0.0, 0.0, 0.0], [0.0, 0.0, 0.1], [0.0, 0.0, 0.0], [0.0, 0.0, 0.0], [0.1, 0.0, 0.0], [0.0, 0.0, 0.0], [0.0, 0.0, 0.0], [0.0, 0.0, 0.0], [0.0, 0.0, 0.0], [0.0, 0.0, 0.0], [0.0, 0.0, 0.0], [0.1, 0.1, -0.2], [0.0, 0.0, 0.0], [0.0, 0.0, 0.0], [-0.1, 0.2, 0.1], [0.0, 0.0, 0.0], [0.1, 0.1, 0.0], [0.0, 0.0, 0.0], [-0.1, 0.0, 0.0], [0.0, 0.0, -0.1], [0.0, 0.0, 0.0], [0.2, -0.2, 0.1], [0.1, -0.1, 0.0], [0.0, 0.0, 0.0], [-0.2, 0.2, -0.1], [0.0, 0.1, 0.0], [0.0, 0.0, 0.0], [0.0, 0.0, 0.0], [0.0, 0.1, -0.2], [0.2, 0.0, 0.0], [0.0, 0.0, 0.0], [0.0, 0.0, 0.0], [0.0, 0.0, 0.0], [0.0, 0.0, 0.0], [0.0, 0.0, 0.0], [0.0, 0.0, 0.0], [0.0, 0.0, 0.0], [0.0, 0.0, 0.0], [0.0, 0.0, 0.0], [-0.1, 0.0, 0.1], [0.0, 0.0, 0.0], [0.0, 0.0, 0.1], [0.0, 0.0, 0.0], [0.0, 0.0, 0.0], [0.0, 0.0, 0.0], [0.0, 0.0, 0.0], [0.0, -0.1, 0.1], [0.0, 0.0, 0.0], [-0.2, 0.1, 0.0], [0.0, -0.1, 0.0], [0.0, 0.0, 0.0], [0.0, 0.0, 0.0], [0.0, 0.0, 0.0], [0.1, 0.0, 0.0], [0.0, 0.0, 0.0], [0.0, 0.0, 0.0]], "orbital_gap_ev": 8.43, "total_energy_ev": -79725.881, "homo_ev": -7.91}